DFT (ωB97M-V/def2-TZVPD) results for a molecular structure, C39H34BrN5PPt in a non-equilibrium geometry.

Last column: Mulliken charge in e.
Positions of all 81 atoms, in Å:
Pt1 -0.1354 -0.7363 0.9137  2.592
C1 -2.0504 -1.5636 4.7319  -0.987
C2 -1.1365 -2.3730 5.3865  -0.554
C3 0.0856 -2.6222 4.7872  -0.961
C4 0.3806 -2.0393 3.5633  0.981
N1 -0.5155 -1.2654 2.9311  0.373
C5 -1.7010 -1.0427 3.5025  0.045
C6 1.6784 -2.2468 2.8737  0.480
C7 2.8280 -2.6622 3.5282  -1.061
C8 3.9789 -2.8833 2.7858  -0.603
C9 3.9617 -2.6439 1.4214  -0.758
C10 2.7873 -2.1838 0.8492  -0.209
N2 1.6775 -2.0134 1.5592  -0.070
H1 -3.0195 -1.3436 5.1598  0.434
H2 -1.3710 -2.8061 6.3503  0.452
H3 0.8013 -3.2802 5.2591  0.458
H4 -2.3881 -0.4214 2.9436  0.388
H5 2.8340 -2.7925 4.6018  0.427
H6 4.8799 -3.2329 3.2739  0.449
H7 4.8401 -2.8026 0.8102  0.472
H8 2.7104 -1.9354 -0.2050  0.299
Br1 -3.9950 -5.3013 -2.4601  -0.120
C11 -3.0522 -4.1570 -1.3043  0.132
C12 -3.7271 -3.1831 -0.5905  -0.612
C13 -2.9922 -2.3784 0.2590  -0.280
N3 -1.6709 -2.4760 0.4052  -0.032
C14 -1.0343 -3.4193 -0.3025  -0.113
C15 -1.6833 -4.2911 -1.1566  -0.774
H9 -4.7960 -3.0538 -0.6881  0.471
H10 -3.4948 -1.6332 0.8654  0.359
H11 0.0382 -3.4764 -0.1715  0.208
H12 -1.1349 -5.0529 -1.6924  0.465
N4 0.5650 -0.4267 -0.9092  -0.273
P1 0.0048 0.5801 -1.9658  0.743
C16 0.9093 0.3904 -3.5190  -0.186
C17 0.8020 1.3443 -4.5302  -0.307
C18 1.5205 1.1884 -5.7057  -0.747
C19 2.3549 0.0882 -5.8688  -0.509
C20 2.4762 -0.8523 -4.8559  -0.575
C21 1.7539 -0.7026 -3.6783  -0.476
C22 0.2437 2.3559 -1.5998  -0.149
C23 -0.7227 3.3451 -1.7767  0.409
C24 -0.4282 4.6687 -1.4654  -0.768
C25 0.8316 5.0085 -0.9930  -0.515
C26 1.8019 4.0268 -0.8226  -0.737
C27 1.5060 2.7036 -1.1140  -0.296
C28 -1.7652 0.4220 -2.3885  0.243
C29 -2.1886 0.0623 -3.6670  -0.635
C30 -3.5369 -0.1529 -3.9251  -0.798
C31 -4.4770 0.0165 -2.9197  -0.597
C32 -4.0651 0.3705 -1.6407  -0.929
C33 -2.7156 0.5459 -1.3719  0.083
H13 0.1603 2.2088 -4.3968  0.422
H14 1.4342 1.9252 -6.4949  0.408
H15 2.9156 -0.0314 -6.7878  0.397
H16 3.1328 -1.7045 -4.9850  0.410
H17 1.8328 -1.4178 -2.8687  0.264
H18 -1.7008 3.0817 -2.1661  0.427
H19 -1.1815 5.4358 -1.6015  0.451
H20 1.0570 6.0402 -0.7520  0.420
H21 2.7870 4.2950 -0.4591  0.468
H22 2.2437 1.9220 -0.9638  0.367
H23 -1.4626 -0.0572 -4.4600  0.403
H24 -3.8567 -0.4493 -4.9166  0.451
H25 -5.5296 -0.1332 -3.1276  0.417
H26 -4.8014 0.5146 -0.8576  0.446
H27 -2.3922 0.7626 -0.3596  0.401
N5 -0.5575 1.5032 1.6841  -0.347
C34 0.5438 2.1154 2.4091  -0.066
C35 1.8025 1.5328 2.3698  0.194
C36 2.8625 2.1197 3.0463  -1.123
C37 2.6698 3.2956 3.7589  -0.528
C38 1.4101 3.8771 3.7984  -0.758
C39 0.3480 3.2884 3.1266  -0.354
H28 -1.4262 1.6646 2.1784  0.273
H29 -0.6398 1.9509 0.7726  -0.022
H30 1.9367 0.6254 1.7923  0.512
H31 3.8400 1.6521 3.0253  0.456
H32 3.4980 3.7623 4.2766  0.433
H33 1.2515 4.7975 4.3457  0.424
H34 -0.6322 3.7530 3.1394  0.429

Electronic energy in eV: -131018.3483
HOMO-LUMO gap in Eh: 0.242
LUMO in hartree: -0.1085
Energy above the lowest of the compared OMol25 structures with the same formula, charge and spin in kcal/mol: 42.2
Charge: +1

---

DFT (ωB97M-V/def2-TZVPD) results for a molecular structure, C39H34CaCl7Ge2N2O4 in a non-equilibrium geometry.

Last column: Mulliken charge in e.
Positions of all 89 atoms, in Å:
Ca1 0.2440 -1.1418 1.1864  2.075
O1 1.7578 -2.5638 2.0806  -0.795
C1 1.5541 -3.7241 2.5559  0.360
C2 2.4590 -4.7987 2.2910  -0.594
C3 2.2800 -6.0450 2.8298  -0.450
C4 1.2030 -6.3279 3.6867  -0.697
C5 0.3155 -5.3161 3.9676  -0.746
C6 0.4462 -4.0284 3.4229  0.987
C7 -0.5586 -3.0566 3.7884  -0.881
N1 -0.7098 -1.8841 3.3020  0.394
C8 -1.7897 -1.0526 3.8202  -1.199
C9 -1.8347 0.2812 3.0722  -1.004
N2 -1.8706 0.0173 1.6500  0.566
C10 -2.9614 0.1702 1.0100  -1.379
C11 -3.1686 -0.1463 -0.3833  0.913
C12 -4.4909 -0.1425 -0.8481  -0.363
C13 -4.8238 -0.4717 -2.1426  -0.921
C14 -3.7828 -0.8098 -3.0208  -0.623
C15 -2.4743 -0.7915 -2.6161  -0.743
C16 -2.0845 -0.4527 -1.2785  0.066
O2 -0.8551 -0.4395 -0.9499  1.217
H1 3.2895 -4.5794 1.6310  0.432
H2 2.9892 -6.8308 2.5888  0.359
H3 1.0717 -7.3172 4.1058  0.368
H4 -0.5286 -5.5074 4.6252  0.268
H5 -1.2572 -3.4050 4.5664  0.098
H6 -1.6564 -0.8649 4.8921  0.428
H7 -2.7515 -1.5635 3.6764  0.413
H8 -0.9282 0.8504 3.2949  -0.054
H9 -2.7096 0.8536 3.4179  0.592
H10 -3.8467 0.5608 1.5389  -0.035
H11 -5.2750 0.1165 -0.1406  0.267
H12 -5.8552 -0.4728 -2.4720  0.362
H13 -4.0150 -1.0844 -4.0455  0.386
H14 -1.6769 -1.0490 -3.3031  0.269
Cl1 -1.6541 -4.5278 -0.0982  -0.247
C17 -0.1827 -4.0982 -0.9682  0.419
C18 0.4710 -2.9445 -0.5945  -1.217
C19 1.6165 -2.6749 -1.3143  1.170
Cl2 2.5340 -1.2214 -0.8802  -0.161
C20 2.1034 -3.4591 -2.3533  -0.072
Cl3 3.5413 -3.0383 -3.2257  -0.223
C21 1.3996 -4.6145 -2.6930  0.432
Cl4 1.9641 -5.6307 -3.9776  -0.249
C22 0.2420 -4.9447 -1.9902  -0.183
Cl5 -0.6248 -6.3887 -2.4069  -0.252
Cl6 3.9863 -0.2817 4.4498  -0.254
C23 2.2869 -0.0273 4.0144  2.143
Cl7 1.3478 0.4823 5.4560  -0.254
C24 2.1199 1.0545 2.9028  -0.427
O3 2.6703 2.1335 3.0544  -0.720
O4 1.3515 0.6664 1.9702  -0.491
H15 1.8882 -0.9884 3.7096  -1.129
C25 1.3942 3.3170 -4.2552  -1.349
Ge1 1.6708 1.8087 -2.9840  0.851
C26 1.0255 0.1706 -3.8757  -0.595
C27 3.6340 1.6342 -2.8517  -1.185
Ge2 0.5147 2.1312 -0.8501  -0.192
C28 1.3032 3.7197 0.0499  0.170
C29 2.3021 4.4776 -0.5593  -0.140
C30 2.8785 5.5682 0.0788  -0.757
C31 2.4698 5.9187 1.3577  -0.519
C32 1.4908 5.1645 1.9894  -0.779
C33 0.9258 4.0756 1.3443  0.435
C34 -1.3240 2.7332 -1.2502  0.264
C35 -1.9143 2.4999 -2.4907  0.162
C36 -3.2349 2.8451 -2.7412  -0.799
C37 -4.0026 3.4295 -1.7450  -0.510
C38 -3.4365 3.6623 -0.4985  -0.763
C39 -2.1159 3.3120 -0.2572  -0.131
H16 1.8734 3.0459 -5.2003  0.467
H17 1.8475 4.2383 -3.8871  0.365
H18 0.3365 3.5077 -4.4387  0.313
H19 1.8735 -0.3909 -4.2731  0.480
H20 0.3475 0.4129 -4.6971  0.463
H21 0.5007 -0.4561 -3.1545  -0.361
H22 4.0331 1.6501 -3.8695  0.404
H23 3.9048 0.6870 -2.3865  0.278
H24 4.0936 2.4429 -2.2833  0.369
H25 2.6407 4.2276 -1.5599  -0.065
H26 3.6545 6.1368 -0.4218  0.403
H27 2.9295 6.7568 1.8687  0.326
H28 1.1925 5.4001 3.0038  0.366
H29 0.2088 3.4656 1.8818  -0.067
H30 -1.3472 2.0105 -3.2769  0.210
H31 -3.6706 2.6305 -3.7097  0.379
H32 -5.0387 3.6849 -1.9335  0.342
H33 -4.0294 4.1037 0.2953  0.384
H34 -1.6978 3.4988 0.7254  0.162

Electronic energy in eV: -271298.6280
HOMO-LUMO gap (spin up / spin down) in Eh: 0.224 / 0.247
LUMO (spin up / spin down) in hartree: 0.1519 / 0.1505
Energy above the lowest of the compared OMol25 structures with the same formula, charge and spin in kcal/mol: 2.5
Charge: -2
2S+1: 2